Run w
The following is a quantum chemistry calculation of a 2-piece molecular cluster, C4H10OS overall, from the OMol25 dataset.

Each line ends with the natural charge from an NBO analysis.
Cartesian coordinates (Å):
C (-2.56, 0.20, -0.02)  -0.74
C (-1.71, 1.33, 0.56)  0.46
O (-1.56, 1.49, 1.73)  -0.52
H (-2.05, -0.54, -0.65)  0.25
H (-2.83, -0.38, 0.88)  0.22
H (-3.41, 0.56, -0.53)  0.23
H (-1.31, 1.99, -0.26)  0.10
C (2.58, -0.33, 0.65)  -0.62
C (1.10, -0.11, 0.16)  -0.48
S (0.91, -1.07, -1.48)  -0.08
H (2.50, -0.83, 1.68)  0.21
H (3.06, -0.98, -0.03)  0.22
H (3.14, 0.57, 0.54)  0.21
H (0.97, 0.96, -0.05)  0.22
H (0.46, -0.49, 0.95)  0.22
H (0.93, -2.19, -0.83)  0.11

Results
E_LUMO: 0.8 eV
SMILES string: CC=O.CCS
Net charge: 0

---

Run x
The following is a quantum chemistry calculation of a 2-piece molecular cluster, C4H10OS overall, from the OMol25 dataset.

Each line ends with the natural charge from an NBO analysis.
Cartesian coordinates (Å):
C (1.78, -0.26, 0.85)  -0.08
C (2.39, -0.20, -0.41)  -0.84
C (-1.50, -1.21, -0.17)  -0.64
C (-1.97, 0.23, 0.30)  -0.54
O (-0.20, 1.61, -1.01)  -1.00
S (-0.42, 1.35, 0.43)  1.11
H (2.39, 0.25, 1.60)  0.10
H (1.86, 0.59, -1.03)  0.33
H (3.38, 0.08, -0.59)  0.19
H (2.35, -1.07, -0.93)  0.23
H (-2.30, -1.94, -0.21)  0.22
H (-1.01, -1.00, -1.08)  0.22
H (-0.70, -1.75, 0.37)  0.25
H (-2.33, -0.01, 1.34)  0.22
H (-2.57, 0.83, -0.30)  0.22
H (-1.15, 2.51, 0.83)  0.02

Results
E_LUMO (alpha / beta): -0.1 / -0.1 eV
Net charge: 0

---

The most stable arrangement is run w, and the next structure is 498.5 kJ/mol less stable.

---

Run w
The following is a quantum chemistry calculation of a 2-piece molecular cluster, C4H10OS overall, from the OMol25 dataset.

Each line ends with the natural charge from an NBO analysis.
Cartesian coordinates (Å):
C (-2.64, -0.82, 0.48)  -0.62
C (-1.72, -0.12, 1.20)  0.21
O (-1.76, 0.28, 2.52)  -0.68
H (-3.07, -0.47, -0.44)  0.23
H (-2.99, -1.70, 1.01)  0.21
H (-0.81, 0.34, 0.81)  0.16
H (-2.68, 0.50, 2.66)  0.49
C (2.38, -1.49, -0.89)  -0.63
C (1.36, -0.47, -1.48)  -0.48
S (0.99, 1.28, -0.82)  -0.09
H (2.74, -1.98, -1.79)  0.22
H (1.71, -2.17, -0.38)  0.21
H (3.14, -1.13, -0.21)  0.22
H (1.43, -0.16, -2.51)  0.21
H (0.41, -1.01, -1.45)  0.22
H (2.15, 1.81, -1.17)  0.12

Results
E_LUMO: 0.8 eV
SMILES string: C=CO.CCS
Net charge: 0

---

Run x
The following is a quantum chemistry calculation of one molecule with the formula C4H10OS, from the OMol25 dataset.

Each line ends with the natural charge from an NBO analysis.
Cartesian coordinates (Å):
C (-1.31, 1.31, -0.99)  -0.24
O (-0.13, 0.72, -0.59)  -0.56
C (-0.12, -0.17, 0.49)  0.09
C (-0.26, -1.62, -0.07)  -0.65
C (1.20, 0.13, 1.16)  -0.55
S (2.67, -0.25, 0.24)  -0.03
H (-1.89, 1.78, -0.18)  0.16
H (-1.96, 0.53, -1.43)  0.16
H (-1.07, 1.99, -1.82)  0.20
H (-0.92, 0.05, 1.21)  0.17
H (-0.10, -2.41, 0.67)  0.21
H (-1.20, -1.78, -0.65)  0.21
H (0.51, -1.76, -0.83)  0.23
H (1.18, 1.22, 1.37)  0.22
H (1.19, -0.41, 2.13)  0.22
H (2.23, 0.67, -0.69)  0.15

Results
E_LUMO: 0.9 eV
SMILES string: CO[C@@H](C)CS
Net charge: 0

---

Run y
The following is a quantum chemistry calculation of C4H10OS as an isolated structure, from the OMol25 dataset.

Each line ends with the natural charge from an NBO analysis.
Cartesian coordinates (Å):
C (1.67, 1.15, -0.34)  -0.47
C (2.72, 0.11, -0.40)  -0.70
C (-2.91, 0.53, -0.13)  -0.40
C (-2.19, 0.38, 0.96)  -0.39
O (0.20, -0.46, -1.82)  -0.92
S (0.26, 0.93, -1.26)  1.11
H (1.76, 2.17, 0.21)  0.24
H (3.69, 0.66, -0.32)  0.24
H (2.83, -0.54, 0.55)  0.24
H (2.56, -0.59, -1.29)  0.26
H (-2.79, -0.40, -0.76)  0.20
H (-3.54, 1.36, -0.57)  0.22
H (-0.42, -2.65, 1.29)  -0.01
H (-1.70, -0.52, 1.21)  0.20
H (-2.08, 1.24, 1.62)  0.18
H (-0.05, -3.36, 1.06)  0.01

Results
E_LUMO: 0.0 eV
Net charge: 0

---

The most stable arrangement is run x, and the next structure is 208.9 kJ/mol less stable.

---

Run w
The following is a quantum chemistry calculation of a 2-piece molecular cluster, C4H10OS overall, from the OMol25 dataset.

Each line ends with the natural charge from an NBO analysis.
Cartesian coordinates (Å):
C (0.40, 2.51, -0.02)  -0.73
C (-0.34, 1.35, 0.64)  0.43
O (-1.51, 1.40, 0.88)  -0.53
H (-0.23, 3.37, -0.20)  0.23
H (0.61, 2.21, -1.06)  0.23
H (1.33, 2.64, 0.53)  0.23
H (0.36, 0.54, 0.92)  0.12
C (-0.67, -1.17, -1.01)  -0.62
C (-0.14, -1.91, 0.20)  -0.51
S (1.66, -1.66, 0.32)  -0.07
H (-0.17, -1.61, -1.89)  0.21
H (-0.48, -0.11, -1.14)  0.21
H (-1.74, -1.32, -1.17)  0.23
H (-0.55, -1.49, 1.12)  0.22
H (-0.30, -2.98, 0.21)  0.22
H (1.78, -1.76, 1.66)  0.13

Results
E_LUMO: 0.8 eV
SMILES string: CC=O.CCS
Net charge: 0

---

Run x
The following is a quantum chemistry calculation of a 2-piece molecular cluster, C4H10OS overall, from the OMol25 dataset.

Each line ends with the natural charge from an NBO analysis.
Cartesian coordinates (Å):
C (-1.54, 1.88, -2.49)  -0.51
C (-2.43, 1.61, -1.52)  0.15
O (-2.81, 2.64, -0.68)  -0.69
H (-1.43, 1.26, -3.37)  0.21
H (-1.54, 2.93, -2.77)  0.20
H (-2.68, 0.63, -1.15)  0.16
H (-2.90, 2.22, 0.19)  0.47
C (0.28, -2.04, 1.23)  -0.74
S (2.04, -1.88, 0.77)  0.15
C (2.29, -0.16, 1.33)  -0.74
H (0.30, -2.62, 2.15)  0.22
H (-0.12, -1.04, 1.41)  0.22
H (-0.30, -2.60, 0.50)  0.23
H (1.84, -0.15, 2.32)  0.22
H (1.97, 0.51, 0.55)  0.22
H (3.35, 0.00, 1.57)  0.23

Results
E_LUMO: 0.6 eV
SMILES string: C=CO.CSC
Net charge: 0

---

The most stable arrangement is run w, and the next structure is 92.8 kJ/mol less stable.

---

Run w
The following is a quantum chemistry calculation of C6H12O4 as an isolated structure, from the OMol25 dataset.

Each line ends with the natural charge from an NBO analysis.
Cartesian coordinates (Å):
C (0.86, -0.05, 0.98)  0.16
C (-1.02, -0.43, -0.40)  0.09
C (-0.02, -1.22, 0.48)  -0.46
C (2.10, 0.20, 0.14)  -0.61
C (-0.90, -0.73, -1.89)  -0.64
C (-0.30, 0.95, 0.76)  0.66
O (1.27, -0.09, 2.33)  -0.69
O (0.05, 2.07, -0.70)  -0.89
O (-2.37, -0.57, -0.05)  -0.72
O (-1.04, 1.43, 1.57)  -0.61
H (0.49, -0.02, 2.90)  0.48
H (-0.49, 2.84, -0.48)  0.49
H (-2.53, -0.11, 0.79)  0.48
H (-0.65, 1.08, -0.75)  0.48
H (-0.55, -1.69, 1.31)  0.23
H (0.55, -1.99, -0.05)  0.22
H (2.56, 1.14, 0.44)  0.23
H (1.86, 0.25, -0.92)  0.22
H (2.79, -0.62, 0.32)  0.22
H (0.12, -0.57, -2.24)  0.22
H (-1.18, -1.77, -2.06)  0.23
H (-1.57, -0.10, -2.47)  0.23

Results
E_LUMO: 0.7 eV
Net charge: 0

---

Run x
The following is a quantum chemistry calculation of one molecule with the formula C6H12O4, from the OMol25 dataset.

Each line ends with the natural charge from an NBO analysis.
Cartesian coordinates (Å):
C (-1.94, 0.52, 1.86)  -0.24
O (-1.53, -0.41, 0.89)  -0.51
C (-0.15, -0.45, 0.68)  0.07
C (0.26, -1.70, -0.13)  0.09
O (-0.62, -2.79, -0.02)  -0.69
C (0.26, -0.86, -1.42)  -0.46
C (0.34, 0.41, -0.54)  0.22
O (-0.66, 1.46, -1.13)  -0.76
C (1.68, 1.12, -0.37)  -0.14
O (1.95, 1.83, -1.53)  -0.74
H (-1.70, 1.55, 1.57)  0.16
H (-1.45, 0.30, 2.83)  0.17
H (-3.02, 0.42, 1.97)  0.20
H (0.39, -0.29, 1.63)  0.16
H (1.28, -2.00, 0.15)  0.16
H (-0.21, -3.57, -0.40)  0.47
H (-0.72, -0.92, -1.91)  0.25
H (1.06, -1.02, -2.15)  0.22
H (-0.72, 2.19, -0.50)  0.47
H (2.18, 1.88, 0.38)  0.19
H (2.14, 0.45, 0.38)  0.20
H (1.18, 1.88, -2.24)  0.52

Results
E_LUMO: 0.6 eV
SMILES string: CO[C@H]1[C@@H](O)C[C@]1(O)CO
Net charge: 0

---

Run y
The following is a quantum chemistry calculation of one molecule with the formula C6H12O4, from the OMol25 dataset.

Each line ends with the natural charge from an NBO analysis.
Cartesian coordinates (Å):
C (-1.01, 1.49, -0.33)  -0.65
C (-0.75, 0.12, 0.31)  0.26
C (-0.47, 0.28, 1.80)  -0.65
O (-1.87, -0.74, 0.11)  -0.75
C (0.43, -0.65, -0.36)  0.13
C (0.28, -0.68, -1.89)  -0.63
O (0.48, -1.95, 0.16)  -0.71
C (1.74, 0.06, -0.03)  0.79
O (2.06, 1.13, -0.47)  -0.61
O (2.51, -0.62, 0.81)  -0.66
H (-0.09, 2.05, -0.42)  0.25
H (-1.71, 2.05, 0.28)  0.21
H (-1.45, 1.36, -1.32)  0.22
H (0.30, 1.04, 1.96)  0.22
H (-1.37, 0.59, 2.33)  0.21
H (-0.12, -0.66, 2.22)  0.24
H (-2.64, -0.32, 0.51)  0.48
H (0.50, 0.29, -2.32)  0.23
H (-0.73, -0.99, -2.15)  0.22
H (0.98, -1.42, -2.29)  0.22
H (-0.43, -2.28, 0.13)  0.49
H (3.34, -0.15, 0.98)  0.50

Results
E_LUMO: 0.7 eV
SMILES string: CC(C)(O)[C@](C)(O)C(=O)O
Net charge: 0

---

The most stable arrangement is run y, and the next structure is 366.8 kJ/mol less stable.